# 1
The following is a quantum chemistry calculation of 6 unconnected molecules or ions with the total composition C5H20NO7 in a non-equilibrium geometry, from the Open Molecules 2025 dataset.

Structure (XYZ):
```
33
Properties=species:S:1:pos:R:3
O -0.56153 1.34831 2.35605
C -1.15684 0.94818 1.35942
N -2.02803 -0.10819 1.55064
C -2.40439 -0.96822 0.42870
C -1.37906 -1.65986 -0.49914
C -0.03457 -1.92128 0.19629
O 0.53342 -0.66250 0.59005
C -1.03017 1.53655 -0.00912
H -1.72479 -0.61340 2.35766
H -3.09044 -0.40980 -0.19090
H -3.01137 -1.73508 0.90904
H -1.77494 -2.60722 -0.88469
H -1.24697 -1.04730 -1.38287
H -0.25859 -2.36896 1.17383
H 0.66728 -2.46305 -0.42015
H -0.58416 0.79488 -0.67490
H -0.46558 2.43283 -0.07227
H -1.97842 1.79352 -0.46222
H 0.97113 1.64138 -1.99414
H 1.75687 2.80750 -1.51029
O 1.00564 2.64531 -2.09803
H 1.06318 0.34596 2.82828
H 2.25949 -0.37200 2.48291
O 1.72811 -0.20695 3.26596
H 1.64565 -1.49157 -2.54758
H 0.32620 -2.17639 -2.82638
O 1.26627 -2.36167 -2.73060
H 1.09166 -0.34576 -0.14795
H 2.41256 0.01005 -2.31840
O 1.64532 0.13490 -1.73277
H 1.01648 2.99149 1.11575
H 1.52554 1.61195 0.90907
O 1.81503 2.47639 0.97874
```

Computed properties:
relative energy (zero: lowest compared OMol25 entry of this formula, charge and spin): 243.3 kJ/mol
net charge: -1
largest force on an atom: 3.3 eV/A
E_tot: -21333.76563 eV
lowest unoccupied orbital energy: 3.23 eV
orbital gap: 8.61 eV



# 2
The following is a quantum chemistry calculation of 6 unconnected molecules or ions with the total composition C5H21N2O6 in a non-equilibrium geometry, from the Open Molecules 2025 dataset.

Structure (XYZ):
```
34
Properties=species:S:1:pos:R:3
O -1.67986 -0.60624 0.92355
C -1.06865 0.38488 0.62128
N -1.06750 1.31942 1.53101
C -0.67437 0.54468 -0.96035
N -0.06941 -0.71126 -1.42457
C 1.05774 -0.35432 -2.38994
C 1.54013 0.95296 -1.87790
C 0.29486 1.64162 -1.26707
H -0.31770 2.11697 1.58761
H -1.55872 1.02644 2.39216
H -1.60770 0.72133 -1.63089
H 0.32566 -1.30668 -0.60913
H -0.74714 -1.55423 -1.70652
H 1.91584 -1.15038 -2.29233
H 0.55784 -0.38500 -3.44441
H 1.94946 1.58606 -2.70540
H 2.41287 0.98445 -1.17219
H 0.66325 2.21902 -0.39177
H -0.11168 2.45976 -2.06786
H -0.63227 -2.70737 4.12588
H -1.09505 -1.40880 3.73778
O -0.35344 -1.78536 4.03140
H 2.07453 -1.52505 0.57202
H 2.89236 -0.37632 0.01466
O 2.47897 -1.17887 -0.23321
H -0.60071 4.85221 1.90743
H -0.82285 5.14687 0.29297
O -0.34035 4.53487 0.93974
H -2.54790 -2.92845 -1.05692
H -1.71095 -2.12254 -0.00649
O -1.69787 -2.52509 -0.93189
H 0.18372 -2.28415 1.94079
H 0.12324 -3.24289 0.62961
O 0.23365 -2.33854 0.92097
```

Computed properties:
relative energy (zero: lowest compared OMol25 entry of this formula, charge and spin): 168.3 kJ/mol
net charge: +1
largest force on an atom: 5.8 eV/A
E_tot: -20783.84962 eV
lowest unoccupied orbital energy: -2.59 eV
orbital gap: 11.06 eV



# 3
The following is a quantum chemistry calculation of 5 unconnected molecules or ions with the total composition C5H21NO5 in a non-equilibrium geometry, from the Open Molecules 2025 dataset.

Structure (XYZ):
```
32
Properties=species:S:1:pos:R:3
N 1.30786 -2.40293 -2.18354
C 1.09814 -0.98274 -1.70551
C 1.93370 -0.74813 -0.46975
C 1.11111 -0.95363 0.79406
C 0.17124 0.19176 1.22131
C -0.79980 -0.31411 2.29181
O -1.92422 -0.93482 1.60570
H 0.60477 -2.67906 -2.86411
H 1.07047 -2.91783 -1.33391
H 1.20802 -0.39549 -2.62860
H 0.07325 -0.61610 -1.65451
H 2.83603 -1.35690 -0.38618
H 2.37485 0.29253 -0.50360
H 0.43527 -1.81431 0.61226
H 1.72325 -1.16425 1.66200
H 0.69962 0.99416 1.76364
H -0.48723 0.46064 0.39380
H -0.45728 -1.15674 2.87963
H -1.17814 0.47350 2.95434
H -2.27586 -1.71189 2.04132
O 1.53468 3.62185 0.98069
H 1.18004 3.15979 0.20642
H 0.67205 3.97188 1.28188
O -2.01163 -2.06282 -0.85819
H -1.93766 -1.50527 -0.05242
H -2.95904 -2.15229 -0.96024
O -1.12351 3.19102 0.63308
H -0.76522 3.13301 -0.26475
H -1.00249 2.32474 1.03430
O -0.82977 1.44058 -1.82236
H -0.50591 1.34815 -2.72450
H -1.77658 1.26568 -1.94409
```

Computed properties:
relative energy (zero: lowest compared OMol25 entry of this formula, charge and spin): 149.3 kJ/mol
net charge: 0
largest force on an atom: 2.7 eV/A
E_tot: -17252.15497 eV
lowest unoccupied orbital energy: 0.26 eV
orbital gap: 9.30 eV
SMILES string: NCCCCCO.O.O.O.O



# 4
The following is a quantum chemistry calculation of 6 unconnected molecules or ions with the total composition C5H21NO6 in a non-equilibrium geometry, from the Open Molecules 2025 dataset.

Structure (XYZ):
```
33
Properties=species:S:1:pos:R:3
N -0.52043 -3.04474 0.98316
C -0.73332 -1.62229 0.63099
C -2.09177 -1.29413 0.18130
C -2.03824 -0.62334 -1.20871
C -1.14709 0.57941 -1.25841
C -1.46362 1.74878 -2.16595
O -0.97632 2.80908 -1.93131
H -0.30028 -3.06655 1.98290
H -1.22178 -3.75328 0.72123
H 0.07667 -1.56824 -0.21499
H -0.34047 -1.01754 1.50279
H -2.74906 -0.85752 0.82626
H -2.70294 -2.25280 0.03603
H -3.06184 -0.34477 -1.56118
H -1.62012 -1.27077 -2.10204
H -1.18081 1.13216 -0.23697
H -0.06538 0.37361 -1.58372
H -2.12212 1.47963 -3.05909
O 2.51747 -2.26300 1.07920
H 1.66939 -2.79915 1.11312
H 2.67008 -1.94412 0.17356
O 0.91512 -0.82216 3.30357
H 1.07572 -0.17887 3.87458
H 1.83133 -0.87758 2.86127
O 1.58089 2.66604 -0.82866
H 1.50676 2.78130 0.10614
H 0.63888 2.70244 -0.89408
O 0.24518 2.22298 1.56505
H 0.28913 1.35493 1.96828
H -0.73042 2.28127 1.32696
O 1.97744 -0.12533 -1.60483
H 2.08894 0.81643 -1.34056
H 2.65733 -0.30897 -2.12220
```

Computed properties:
relative energy (zero: lowest compared OMol25 entry of this formula, charge and spin): 244.4 kJ/mol
net charge: 0
largest force on an atom: 6.5 eV/A
E_tot: -19298.82177 eV
lowest unoccupied orbital energy: 0.41 eV
orbital gap: 9.57 eV
SMILES string: NCCCCC=O.O.O.O.O.O



# 5
The following is a quantum chemistry calculation of 6 unconnected molecules or ions with the total composition C5H21O6S in a non-equilibrium geometry, from the Open Molecules 2025 dataset.

Structure (XYZ):
```
33
Properties=species:S:1:pos:R:3
C -2.60539 -0.22688 -0.99712
O -2.12297 -1.55670 -1.23685
C -2.09096 0.15037 0.37453
C -0.68877 0.78901 0.42269
C 0.49071 0.09762 1.08961
S 0.78220 0.27081 2.90442
C 0.47324 -1.32266 3.54319
H -3.70508 -0.34996 -1.10785
H -2.12488 0.44651 -1.68145
H -1.89822 -0.92312 0.87469
H -2.96996 0.69904 0.75630
H -0.50971 0.98278 -0.62946
H -0.81132 1.85579 0.85991
H 1.44516 0.59313 0.57560
H 0.79138 -1.00109 0.76437
H -0.33696 -1.86768 2.95117
H 0.35279 -1.42875 4.58472
H 1.29029 -2.05162 3.30073
H -2.99957 1.79394 -3.02229
H -1.46648 1.72554 -2.90234
O -2.24792 2.04403 -3.44767
H 0.07628 -3.78559 -1.04826
H -1.20170 -1.69017 -1.38699
O 0.41922 -2.93084 -0.69955
H 1.08463 -2.48496 -1.32469
H 2.68808 -1.59631 -1.52222
O 2.06485 -1.53150 -2.08396
H 2.32119 2.38843 0.37909
H 1.97186 3.52436 1.36600
O 2.68632 3.16004 0.89222
H 1.68250 1.45380 -2.70226
H 1.50418 -0.16996 -2.22562
O 1.30393 0.89349 -2.16509
```

Computed properties:
relative energy (zero: lowest compared OMol25 entry of this formula, charge and spin): 0.0 kJ/mol
net charge: -1
largest force on an atom: 9.9 eV/A
E_tot: -28644.46516 eV
lowest unoccupied orbital energy: 2.96 eV
orbital gap: 8.26 eV



# 6
The following is a quantum chemistry calculation of 7 unconnected molecules or ions with the total composition C5H21O8 in a non-equilibrium geometry, from the Open Molecules 2025 dataset.

Structure (XYZ):
```
34
Properties=species:S:1:pos:R:3
O -0.59546 -0.50899 0.17604
C 0.66918 -0.55254 0.55919
O 1.04460 -0.04374 1.64559
C 1.74967 -1.11876 -0.37545
C 2.14940 -0.22821 -1.64172
C 1.67010 1.14963 -1.52274
C 2.13162 1.86870 -0.23336
H 2.62012 -1.07313 0.18717
H 1.72617 -2.15679 -0.54911
H 3.20820 -0.41443 -1.89964
H 1.68008 -0.80969 -2.43715
H 1.73432 1.68499 -2.47719
H 0.51787 1.25955 -1.35311
H 2.66013 2.74741 -0.28048
H 2.68764 1.07417 0.27513
H 1.24057 2.20699 0.29875
H -1.42036 0.26069 2.57979
H -1.76659 1.03514 3.62734
O -1.85724 0.09117 3.50970
H -2.05550 0.20194 1.22645
H -3.47236 -0.06588 0.94177
O -2.87572 0.64663 0.73441
H -0.84942 -1.98128 -0.69771
H 0.09310 -3.16913 -0.42113
O -0.55326 -2.94225 -1.12278
H -2.01145 0.23221 -0.96081
H -0.93267 1.12727 -1.68898
O -1.67475 0.71442 -1.93058
H 0.51032 1.33971 2.73350
H 0.06880 2.58400 2.07219
O 0.10499 2.24086 2.91246
H -2.11134 -2.88023 -1.04098
H -3.08519 -2.06059 -1.84099
O -3.00555 -2.45983 -1.00558
```

Computed properties:
relative energy (zero: lowest compared OMol25 entry of this formula, charge and spin): 335.8 kJ/mol
net charge: -1
largest force on an atom: 7.9 eV/A
E_tot: -21905.57413 eV
lowest unoccupied orbital energy: 3.31 eV
orbital gap: 9.50 eV



# 7
The following is a quantum chemistry calculation of 2 unconnected molecules or ions with the total composition C5H22N2O4P3S in a non-equilibrium geometry, from the Open Molecules 2025 dataset.

Structure (XYZ):
```
37
Properties=species:S:1:pos:R:3
C -2.93436 1.99865 -1.17942
C -1.46591 2.36658 -1.60203
C -0.43117 1.92161 -0.52292
C 0.62925 0.89052 -1.03178
C 1.36217 0.22644 0.19361
P 0.97754 -1.61934 0.51336
S 0.53421 -3.75883 0.93464
P -1.19128 -1.31368 0.17809
N -1.49516 -2.10286 -1.38752
O -2.11941 -2.21624 1.29024
P 3.16577 -1.85047 1.08891
N 3.54793 -0.79940 2.23465
O 3.45632 -3.37595 1.78303
O 4.17952 -1.64486 -0.26422
H -3.36156 2.77415 -0.50698
H -2.97694 1.03405 -0.63972
H -3.60459 1.91644 -2.05826
H -1.27671 1.96779 -2.61490
H -1.46687 3.47494 -1.69363
H -1.00213 1.47965 0.31494
H 0.13388 2.77115 -0.08691
H 1.39601 1.49860 -1.56670
H 0.23666 0.17590 -1.77668
H 2.45186 0.28455 -0.03541
H 1.23484 0.84334 1.10525
H 0.73370 -1.33938 1.92818
H 1.23141 -1.95493 -0.89041
H 0.14896 -3.84458 2.25106
H -0.78778 -2.84842 -1.43706
H -1.24564 -1.46217 -2.13515
H -2.33360 -3.02572 0.81253
H 4.29518 -0.18704 1.91686
H 3.83036 -3.91855 1.08141
H 3.68906 -1.82160 -1.07327
O -3.15185 4.35159 1.25603
H -3.59125 3.93797 2.00490
H -2.79843 5.17010 1.61527
```

Computed properties:
net charge: -1
largest force on an atom: 2.8 eV/A
E_tot: -55414.29068 eV
lowest unoccupied orbital energy: 2.55 eV
orbital gap: 6.08 eV



- Which of these has the highest largest force on an atom?
  C5H21O6S



- The lowest largest force on an atom belongs to which entry?
  C5H21NO5



- Which of these has the lowest largest force on an atom?
  C5H21NO5